Below is C4H4OS as an isolated structure, with properties calculated with ωB97M-V/def2-TZVPD.

For the frontier orbital gap, the calculation gives 0.3168 Eh. For the energy above the lowest of the compared OMol25 structures with the same formula, charge and spin, the calculation gives 135.70 kcal/mol. The lowest unoccupied orbital energy comes out at 0.6 eV.

Last column: Mulliken charge in e.
Geometry (Å):
1 C 1.518 -0.968 -0.486  -0.355
2 C 2.296 0.251 0.969  -0.061
3 H 2.623 0.573 1.923  0.369
4 O 1.267 -0.478 0.824  -0.165
5 C -3.414 0.679 -0.546  -0.366
6 H -4.350 0.898 -0.904  0.400
7 C -2.361 0.134 -0.249  -0.353
8 H -1.368 0.002 0.126  0.322
9 H 0.710 -1.065 -1.159  0.324
10 S 3.078 -0.026 -0.497  -0.113

Force components x, y, z for each atom (eV/Å):
2.3 0.4 1.9
2.2 0.9 0.2
0.3 0.2 0.6
-2.6 -1.3 -1.6
3.2 -2.1 0.8
-1.5 0.6 -0.5
-1.5 1.9 -0.2
-0.1 -0.4 -0.1
-0.6 0.2 -0.7
-1.8 -0.5 -0.4